*a*
Entry from the Open Molecules 2025 dataset: a cluster of 2 separate species, C10H14N3 in total (wB97M-V/def2-TZVPD).

Element x y z (Å)
C -2.3846 1.5888 3.1647
C -1.0144 1.8167 3.0632
C -3.0748 1.1526 2.0528
C -0.3715 1.5658 1.8515
C -2.4305 0.9145 0.8760
C -1.0750 1.1066 0.7794
C 1.4236 -2.6274 -1.7344
C 3.0051 -1.1351 -1.5725
C -3.3042 0.5625 -0.3488
C 4.1051 -0.3473 -2.0992
N 2.5987 -2.2560 -2.2585
N 2.1627 -0.8647 -0.6071
N 1.1901 -1.8601 -0.6792
H -2.7975 1.8019 4.2399
H -0.6368 2.1985 3.9360
H -4.0684 1.0380 2.0460
H 0.6898 1.6809 1.6576
H 0.7826 -3.3203 -2.2277
H 5.0358 -0.8999 -2.2711
H -4.2955 1.2464 -0.4107
H -2.8312 0.4309 -1.3120
H -3.6151 -0.4086 -0.2200
H 3.9596 -0.1740 -3.1009
H 4.1672 0.6273 -1.4780
H -0.6434 0.9017 -0.3123
H 2.9143 -2.7509 -3.0866
H 0.5084 -1.9886 0.0519

Properties
lowest unoccupied orbital energy = -4.0 eV
total charge = +1
molecular weight = 176.2 g/mol
HOMO-LUMO gap = 0.270 Eh
E_HOMO = -11.31 eV

*b*
Entry from the Open Molecules 2025 dataset: the ion C10H14N3 with charge +1 (wB97M-V/def2-TZVPD).

Element x y z (Å)
C 0.3945 1.3490 -2.3854
N 1.2580 1.0244 -1.2001
C 2.3672 2.0580 -0.9634
C 0.5442 0.7893 0.0273
N 1.0151 1.2957 1.1081
N 0.4300 0.7537 2.2080
C -0.3740 -0.2063 1.7943
C -0.9767 -1.2196 2.7323
C -1.1018 -2.4781 2.1915
C -0.5493 -2.7173 0.8855
C -0.2269 -1.7596 0.0014
C -0.5528 -0.2784 0.2952
C -2.1351 -0.0779 -0.0320
H -0.3603 2.0817 -2.2259
H 0.9611 1.7941 -3.2440
H -0.0436 0.4847 -2.8304
H 1.6572 0.1045 -1.3698
H 2.4911 2.4771 -1.9305
H 1.9540 2.7878 -0.2499
H 3.2556 1.6190 -0.6674
H -0.9665 -0.8092 3.7677
H -1.4602 -3.3334 2.6838
H -0.4926 -3.7137 0.5189
H 0.3148 -1.9138 -0.8773
H -2.3193 -0.4491 -1.0948
H -2.4233 0.9368 0.1293
H -2.6603 -0.5995 0.7277

Properties
lowest unoccupied orbital energy = -4.4 eV
total charge = +1
molecular weight = 176.2 g/mol
HOMO-LUMO gap = 0.291 Eh
E_HOMO = -12.30 eV

Short version: *b* is the least stable of them.

*a*
Entry from the Open Molecules 2025 dataset: the molecule C7H11NS (wB97M-V/def2-TZVPD).

Element x y z (Å)
C -0.6955 -1.1833 0.6547
C 1.7638 0.0552 -0.7460
C 0.5869 -0.3956 -1.5900
C 1.0494 0.6732 0.4422
C -0.3888 0.1218 0.2120
C 1.6710 0.6705 1.7830
C -3.1146 -0.0689 -0.5493
N -0.9794 -2.2649 0.9757
S -1.8511 1.0618 0.1064
H 2.1183 -0.8131 -0.3548
H 2.4964 0.4953 -1.3108
H 0.2734 -0.0106 -2.5144
H 0.4671 -1.4567 -1.5281
H 1.0272 1.7256 0.1414
H 0.8089 0.8553 2.4950
H 2.3345 1.5840 1.8143
H 2.1727 -0.2113 2.1709
H -3.1473 -1.0848 -0.0404
H -2.6619 -0.2665 -1.5434
H -3.9308 0.5130 -0.6185

Properties
lowest unoccupied orbital energy (spin up / spin down) = 0.3 / 0.3 eV
total charge = 0
molecular weight = 141.2 g/mol
HOMO-LUMO gap (spin up / spin down) = 0.306 / 0.306 Eh
E_HOMO (spin up / spin down) = -8.01 / -8.01 eV

*b*
Entry from the Open Molecules 2025 dataset: the molecule C7H11NS (wB97M-V/def2-TZVPD).

Element x y z (Å)
C -0.3100 -0.4334 -0.6078
C 0.6084 -0.2414 0.3974
C -0.5669 1.0692 -0.8240
C 0.6669 1.2060 0.3167
C -0.1778 1.7324 -2.1716
C 0.2310 1.7230 1.6799
C -0.3953 -3.5591 0.2102
N -0.4215 -2.1415 0.7444
S 1.0496 -1.5621 1.3061
H -1.4578 1.4599 -0.2996
H 1.5657 1.8163 -0.0933
H -1.0538 1.6810 -2.7712
H 0.6232 1.0864 -2.5091
H 0.1244 2.7769 -2.0126
H -0.7028 1.1900 2.0240
H 0.2366 2.7487 1.8655
H 0.9391 1.1735 2.2993
H -0.2214 -4.2932 1.1059
H -1.3200 -3.7092 -0.3324
H 0.5825 -3.7233 -0.3277

Properties
lowest unoccupied orbital energy (spin up / spin down) = -0.4 / -0.4 eV
total charge = 0
molecular weight = 141.2 g/mol
HOMO-LUMO gap (spin up / spin down) = 0.285 / 0.274 Eh
E_HOMO (spin up / spin down) = -8.16 / -7.84 eV

*c*
Entry from the Open Molecules 2025 dataset: the molecule C7H11NS (wB97M-V/def2-TZVPD).

Element x y z (Å)
C 1.8656 -0.7645 1.4880
C 0.5243 1.3803 0.6686
C -0.5027 2.0339 0.1712
C 0.7903 -1.1476 -0.5602
C -1.8089 2.1164 0.9495
C 1.1813 -1.2945 -2.0159
C -0.6509 -1.1649 -0.2715
N 1.7246 -1.4200 0.3601
S 0.9579 0.5776 2.1057
H 2.2600 -1.3891 2.2818
H -0.6339 2.4895 -0.8582
H -2.6394 1.5281 0.4666
H -2.1547 3.1212 0.7858
H -1.6684 1.5384 1.8995
H 1.1204 -0.2722 -2.4229
H 0.6633 -2.0474 -2.5345
H 2.2189 -1.4434 -1.8845
H -0.9439 -2.2116 -0.5165
H -1.3584 -0.6031 -0.8096
H -0.9453 -1.0273 0.6971

Properties
lowest unoccupied orbital energy (spin up / spin down) = 0.0 / -0.3 eV
total charge = 0
molecular weight = 141.2 g/mol
HOMO-LUMO gap (spin up / spin down) = 0.281 / 0.244 Eh
E_HOMO (spin up / spin down) = -7.63 / -6.93 eV

Short version: *b* is the least stable of them.

*a*
Entry from the Open Molecules 2025 dataset: a structure of composition C34H23F10N2O5S2SbSrTe (wB97M-V/def2-TZVPD).

Element x y z (Å)
Sr -0.8468 -0.6394 0.5677
O 1.4977 -2.5572 -2.5511
S 0.2727 -1.7865 -2.6714
O -0.4280 -1.9345 -3.9213
O 0.6936 -0.2321 -2.6864
O -0.5928 -1.9454 -1.4845
C 2.9873 -2.0152 3.2684
C 3.4629 -0.9144 3.9552
C 2.8621 0.3165 3.7581
C 1.7995 0.4086 2.8681
N 1.3303 -0.6586 2.2189
C 1.9098 -1.8376 2.4135
C 1.1077 1.7017 2.5876
C 1.6327 2.9226 2.9993
C 0.9470 4.0855 2.6931
C -0.2388 4.0027 1.9853
C -0.6892 2.7469 1.6079
N -0.0348 1.6276 1.9029
H 3.4258 -2.9957 3.3934
H 4.3010 -1.0067 4.6349
H 3.2239 1.1869 4.2842
H 1.4790 -2.6739 1.8767
H 2.5781 2.9667 3.5190
H 1.3451 5.0465 2.9961
H -0.8051 4.8830 1.7145
H -1.6055 2.6247 1.0436
S 1.2756 0.4734 -1.2198
Sb 3.8827 -1.3419 -0.6860
C 4.6177 0.2938 0.5535
C 4.0589 1.5688 0.4337
C 4.4888 2.6166 1.2383
C 5.4838 2.4135 2.1863
C 6.0507 1.1538 2.3159
C 5.6197 0.1084 1.5051
C 4.4706 -0.3836 -2.5168
C 3.8173 -0.7133 -3.7030
C 4.1819 -0.1037 -4.8984
C 5.1997 0.8379 -4.9257
C 5.8547 1.1745 -3.7488
C 5.4894 0.5682 -2.5535
C 5.8264 -2.3917 -0.4714
C 6.9413 -2.2634 -1.3005
C 8.0996 -2.9993 -1.0776
C 8.1723 -3.8885 -0.0132
C 7.0712 -4.0447 0.8168
C 5.9159 -3.3104 0.5768
H 3.2889 1.7508 -0.3098
H 4.0394 3.5961 1.1174
H 5.8232 3.2324 2.8113
H 6.8341 0.9811 3.0460
H 6.0864 -0.8630 1.6155
H 3.0035 -1.4275 -3.6852
H 3.6505 -0.3588 -5.8076
H 5.4749 1.3171 -5.8585
H 6.6455 1.9167 -3.7576
H 6.0024 0.8489 -1.6403
H 6.9091 -1.5783 -2.1398
H 8.9501 -2.8781 -1.7397
H 9.0753 -4.4619 0.1619
H 7.1088 -4.7455 1.6436
H 5.0560 -3.4606 1.2255
F -3.5843 -2.9057 3.2970
Te -1.8759 -2.3106 3.7622
F -2.3356 -0.5447 3.2665
F -0.3392 -1.6480 4.6234
F -1.5369 -3.9703 4.5615
F -2.7049 -1.8740 5.3828
O -1.0840 -2.6435 2.2017
F -3.4897 3.0044 -0.2087
C -4.0576 1.7523 -0.1762
C -3.2991 0.6507 0.1211
C -4.0160 -0.5205 0.1205
F -3.3495 -1.6908 0.4120
C -5.3659 -0.6453 -0.1470
F -6.0084 -1.8278 -0.1325
C -6.0730 0.5066 -0.4382
F -7.3938 0.4465 -0.7027
C -5.4145 1.7230 -0.4530
F -6.1187 2.8427 -0.7344

Properties
lowest unoccupied orbital energy = 3.8 eV
total charge = -2
molecular weight = 1130.7 g/mol
HOMO-LUMO gap = 0.230 Eh
E_HOMO = -2.41 eV

*b*
Entry from the Open Molecules 2025 dataset: a structure of composition C34H23F10N2O5S2SbSrTe (wB97M-V/def2-TZVPD).

Element x y z (Å)
Sr -0.2459 -1.6177 2.3343
O -1.5901 2.3501 1.7019
S -0.9108 1.2166 2.2914
O 0.0276 1.7611 3.4128
O -0.0029 0.5497 1.3185
O -1.7963 0.2120 2.8634
C 3.2855 -1.4177 -1.0849
C 2.9651 -2.2266 -2.1604
C 1.7148 -2.8212 -2.2087
C 0.8190 -2.5645 -1.1778
N 1.1427 -1.8147 -0.1279
C 2.3476 -1.2566 -0.0712
C -0.5706 -3.1033 -1.1746
C -1.2296 -3.4338 -2.3541
C -2.5348 -3.8905 -2.2827
C -3.1355 -4.0115 -1.0421
C -2.4003 -3.6620 0.0827
N -1.1520 -3.2157 0.0194
H 4.2495 -0.9321 -1.0124
H 3.6800 -2.3944 -2.9572
H 1.4421 -3.4733 -3.0279
H 2.5585 -0.7059 0.8402
H -0.7426 -3.2970 -3.3102
H -3.0790 -4.1333 -3.1874
H -4.1561 -4.3539 -0.9369
H -2.8201 -3.7390 1.0791
S -2.2757 0.3524 -1.0603
Sb -0.6527 1.9273 -1.0856
C 0.6256 3.1665 0.0690
C 0.2439 4.4775 0.3282
C 1.0572 5.2894 1.1031
C 2.2373 4.7865 1.6367
C 2.6059 3.4737 1.3921
C 1.8012 2.6633 0.6029
C -1.4830 3.5147 -2.2717
C -2.8528 3.5502 -2.5001
C -3.4092 4.5551 -3.2829
C -2.5958 5.5237 -3.8533
C -1.2239 5.4892 -3.6368
C -0.6730 4.4915 -2.8446
C 0.7899 1.2362 -2.5170
C 0.4214 0.1838 -3.3484
C 1.2454 -0.2066 -4.3955
C 2.4521 0.4427 -4.6130
C 2.8342 1.4834 -3.7776
C 2.0042 1.8816 -2.7373
H -0.6980 4.8591 -0.0451
H 0.7488 6.3046 1.3221
H 2.8505 5.4076 2.2781
H 3.4853 3.0526 1.8604
H 2.0631 1.6225 0.4676
H -3.4758 2.7761 -2.0646
H -4.4799 4.5794 -3.4475
H -3.0287 6.3061 -4.4657
H -0.5836 6.2424 -4.0809
H 0.3972 4.4818 -2.6678
H -0.5231 -0.3200 -3.1653
H 0.9478 -1.0282 -5.0372
H 3.0981 0.1340 -5.4269
H 3.7798 1.9889 -3.9353
H 2.3123 2.6970 -2.0933
F 3.0100 -0.1718 5.0223
Te 1.4701 0.5429 4.2510
F 0.9114 1.1144 5.9852
F 2.3298 2.2325 4.5043
F 2.0269 -1.5261 2.7583
F 2.3905 0.8579 2.6286
O 0.2978 -0.7990 4.4909
F -3.5097 -3.1936 3.4567
C -2.5907 -4.1210 3.8902
C -1.3365 -4.1445 3.3380
C -0.5292 -5.1355 3.8397
F 0.7421 -5.2942 3.3649
C -0.9078 -6.0410 4.8166
F -0.0760 -7.0049 5.2756
C -2.1878 -5.9635 5.3345
F -2.5957 -6.8409 6.2770
C -3.0503 -4.9910 4.8658
F -4.3063 -4.9315 5.3666

Properties
lowest unoccupied orbital energy = 3.8 eV
total charge = -2
molecular weight = 1130.7 g/mol
HOMO-LUMO gap = 0.274 Eh
E_HOMO = -3.61 eV

Short version: *b* is the least stable of them.

*a*
Entry from the Open Molecules 2025 dataset: the ion H2NO2S with charge -1 (wB97M-V/def2-TZVPD).

Element x y z (Å)
N 1.0384 0.0109 0.3730
S -0.1946 -0.8716 0.0990
O -0.2424 -1.9713 1.1513
O -0.5371 -1.2403 -1.2516
H 1.2878 -0.5207 1.2090
H -1.5598 -0.1295 0.5397

Properties
lowest unoccupied orbital energy = 4.4 eV
total charge = -1
molecular weight = 80.1 g/mol
HOMO-LUMO gap = 0.326 Eh
E_HOMO = -4.51 eV

*b*
Entry from the Open Molecules 2025 dataset: the ion H2NO2S with charge -1 (wB97M-V/def2-TZVPD).

Element x y z (Å)
N 0.1403 0.5466 -0.9860
S -1.0009 0.1560 -0.0370
O -1.5161 -1.5196 -0.0910
O -1.9826 1.2299 0.0225
H 0.2473 -0.2911 -1.5120
H -0.2247 -0.0346 1.0991

Properties
lowest unoccupied orbital energy = 4.4 eV
total charge = -1
molecular weight = 80.1 g/mol
HOMO-LUMO gap = 0.316 Eh
E_HOMO = -4.23 eV

Short version: *b* is the least stable of them.